# 1
# C6H10BrN4

The ion C6H10BrN4 with charge +1 at a distorted geometry (ωB97M-V/def2-TZVPD, the Open Molecules 2025 dataset).

The geometry in XYZ format:
```
21
Properties=species:S:1:pos:R:3:forces:R:3
C -0.89079 -1.24624 -0.72273 0.996 2.912 2.751
C -2.12886 -0.70159 -1.08327 1.322 1.309 -0.891
C -0.31713 -0.14493 0.06448 -0.068 -4.899 -2.011
C 1.68633 0.78712 1.01585 0.136 -3.986 1.341
C -3.02627 -1.36381 -1.99192 -5.082 -0.441 -0.296
C 2.90089 0.46131 1.85180 -0.194 1.104 -2.622
N -2.22964 0.60935 -0.75916 0.153 -1.133 -0.227
N -1.10098 0.87306 -0.07930 -1.528 4.179 1.272
N 1.63690 1.91137 0.43886 -1.556 3.186 -2.364
N 0.78674 -0.19999 0.87850 2.416 -0.433 1.738
Br -0.12968 -2.92400 -0.97528 -0.128 0.170 0.110
H -2.58618 -2.20533 -2.49917 0.354 -0.055 -0.303
H -3.91719 -1.86646 -1.36071 1.791 1.100 -1.329
H -3.58238 -0.65905 -2.74738 1.321 -1.274 1.492
H 2.58758 0.37050 2.84852 0.045 -0.393 1.483
H 3.33095 -0.41269 1.36858 0.223 -0.297 0.597
H 3.57889 1.30445 1.67931 0.197 -0.374 0.654
H -1.00260 1.84532 0.36883 -0.617 -2.348 -0.817
H 2.50002 2.44567 0.50560 -0.712 0.431 -0.285
H 0.82111 2.22654 -0.18173 2.099 -0.622 1.039
H 1.08230 -1.11061 1.38030 -1.168 1.861 -1.334
```
Forces are in eV/Å.

Summary:
- SMILES = C/C(N)=[NH+]/c1[nH]nc(C)c1Br
- E_LUMO (eV) = -3.615
- Kohn-Sham gap (Ha) = 0.3191
- energy relative to the best compared isomer or geometry (same formula, charge and spin) (eV) = 0.000
- net charge = +1

These are the Löwdin partial charges, in e, on atoms 1 to 2: -0.585 -0.404


# 2
# C4H11NO2

A structure of composition C4H11NO2 at a distorted geometry (ωB97M-V/def2-TZVPD, the Open Molecules 2025 dataset).

The geometry in XYZ format:
```
18
Properties=species:S:1:pos:R:3:forces:R:3
C -0.49431 -0.85686 -0.71077 0.061 0.090 0.166
C -0.07154 -2.26478 -0.31803 0.035 0.179 -0.010
N 0.61783 0.12743 -0.45025 -0.965 1.627 1.283
O 1.65300 -0.08589 -1.10001 -0.157 0.230 0.513
H -0.69907 -0.80470 -1.78216 0.097 0.075 0.074
H -1.35847 -0.50708 -0.14900 -0.013 0.019 0.025
H 0.01554 -2.36964 0.76261 0.014 0.003 0.014
H 0.88486 -2.50514 -0.78102 -0.023 -0.006 0.013
H -0.81443 -2.98078 -0.66636 -0.033 0.019 -0.004
C 0.88463 0.44080 1.37300 0.976 -1.724 -1.667
C -0.84664 2.23383 -0.19117 -1.093 0.192 2.314
O -0.99067 1.84404 1.02166 -0.235 0.912 -1.843
H -0.26285 3.15253 -0.37476 0.232 -0.225 -0.159
H 0.00864 1.31848 -0.65221 1.117 -1.705 -0.199
H 1.40553 -0.51023 1.41746 0.427 0.018 0.048
H 0.15914 0.42925 2.17382 -0.405 0.415 -0.497
H 1.58747 1.26294 1.32681 -0.229 0.096 0.044
H -1.67869 2.07579 -0.89960 0.193 -0.217 -0.115
```
Forces are in eV/Å.

Summary:
- E_LUMO (alpha / beta) (eV) = -0.649 / -0.648
- Kohn-Sham gap (alpha / beta) (Ha) = 0.3045 / 0.3045
- energy relative to the best compared isomer or geometry (same formula, charge and spin) (eV) = 7.006

These are the Löwdin partial charges, in e, on atoms 1 to 2: -0.192 -0.078


# 3
# C20H24N2O2S

An isolated molecule of C20H24N2O2S at a distorted geometry (ωB97M-V/def2-TZVPD, the Open Molecules 2025 dataset).

The geometry in XYZ format:
```
49
Properties=species:S:1:pos:R:3:forces:R:3
C 1.43871 -2.45156 3.45593 0.348 1.761 0.135
C 2.01837 -1.56563 2.18715 2.079 1.343 -2.303
C 3.68443 -1.43611 2.11750 -2.363 2.306 -3.551
C 4.30342 -0.53432 0.89634 -3.138 -0.092 -0.335
C 3.33560 0.19630 -0.20839 -1.144 -1.450 1.759
C 1.69806 0.08598 -0.18883 1.856 -1.791 2.670
C 0.69965 0.82199 -1.26084 0.143 0.097 -0.005
C 0.64531 0.12710 -2.74759 -0.399 0.553 -0.911
C -0.24723 1.16241 -3.70809 0.250 0.881 1.905
S -1.49254 0.26691 -4.79906 -0.074 -0.036 0.909
C 1.04150 -0.83715 1.04159 2.963 -0.003 0.459
C -0.61120 -1.06052 1.16543 0.451 -0.370 -0.302
C -1.18933 -1.86382 -0.18259 0.279 0.075 0.058
C -2.50420 -1.14492 -0.85182 -0.525 -0.731 -0.266
C -3.69570 -0.76870 0.23879 -0.437 -0.431 -1.079
N -3.64711 0.67285 0.71832 0.361 5.240 1.793
C -3.72727 1.89074 -0.18254 0.447 1.856 3.763
C -3.63540 3.28438 0.72471 0.211 -4.578 1.240
C -3.47291 2.83140 2.30684 -0.636 -4.645 -5.320
C -3.51839 1.19644 2.15737 0.149 1.999 -1.206
C 4.28637 1.02635 -1.25850 -1.694 1.290 -2.173
O 3.95471 1.76907 -2.33438 2.319 -4.775 7.116
N 5.71767 0.80856 -0.72735 -1.805 0.790 1.071
C 5.83756 -0.12565 0.48734 2.491 -1.008 2.241
O 6.99092 -0.46552 1.06880 -7.430 2.334 -3.846
H 2.19356 -2.26747 4.36229 -1.598 -0.610 -2.090
H 1.33461 -3.59656 3.23801 0.112 2.340 0.290
H 0.42564 -1.93484 3.79915 2.065 -1.460 -0.790
H 4.39838 -1.95552 2.88627 -1.650 1.148 -1.639
H -0.42088 0.85662 -0.86028 2.544 -0.232 -0.558
H 1.01249 1.96085 -1.40620 -0.374 -2.540 0.389
H 0.08742 -0.90075 -2.78753 1.112 1.945 0.436
H 1.69323 -0.02765 -3.25687 -1.946 0.409 1.305
H 0.46533 1.89446 -4.32310 -1.767 -1.932 0.957
H -0.87433 1.88479 -2.99699 1.362 -1.545 -1.466
H -2.41396 -0.32135 -3.87555 1.522 1.008 -0.781
H -1.14172 -0.02164 1.32147 1.115 -2.017 -0.445
H -0.90066 -1.74960 2.07596 0.996 1.605 -1.646
H -0.25981 -1.95274 -0.90988 -2.246 0.226 1.209
H -1.50902 -2.98372 0.07887 0.765 2.513 -0.329
H -2.27391 -0.20272 -1.50774 -0.245 -1.713 1.404
H -2.99875 -1.94717 -1.58402 1.095 1.732 1.514
H -3.67189 -1.55212 1.12025 -0.072 1.963 -1.570
H -4.73089 -0.88198 -0.34125 2.217 0.154 1.388
H -3.82297 1.78798 -1.34649 0.170 0.193 2.690
H -3.66950 4.41614 0.35246 0.067 -3.054 0.677
H -3.35091 3.46713 3.28259 -0.328 -1.579 -2.270
H -3.43706 0.35259 2.98698 -0.209 2.157 -1.931
H 5.95466 1.78871 -0.42455 0.594 -1.324 -0.563
```
Forces are in eV/Å.

Summary:
- SMILES = Cc1cc2c(c(CCCS)c1CCCCn1cccc1)C(=O)NC2=O
- E_LUMO (eV) = -1.420
- Kohn-Sham gap (Ha) = 0.2432
- energy relative to the best compared isomer or geometry (same formula, charge and spin) (eV) = 21.048

These are the Löwdin partial charges, in e, on atoms 1 to 2: -0.120 -0.109


# 4
# C2HCaO3

A structure of composition C2HCaO3 at a distorted geometry (ωB97M-V/def2-TZVPD, the Open Molecules 2025 dataset).

The geometry in XYZ format:
```
7
Properties=species:S:1:pos:R:3:forces:R:3
C 0.40908 -0.05977 -2.23896 -1.215 0.248 -0.904
O -0.19014 0.07130 -1.08486 -0.189 -0.636 0.025
C 0.60886 0.86361 0.00436 2.565 -0.474 -1.022
O 1.61418 1.34129 -0.44944 -1.258 0.658 1.040
O 0.17383 0.44081 1.08348 -0.224 0.969 0.764
Ca -1.35820 -1.04604 0.76846 -0.306 -0.391 -0.264
H 0.75191 0.96872 -2.51823 0.627 -0.375 0.362
```
Forces are in eV/Å.

Summary:
- spin multiplicity = 2
- E_LUMO (alpha / beta) (eV) = -0.164 / -0.314
- <S²> = 0.750
- Kohn-Sham gap (alpha / beta) (Ha) = 0.2107 / 0.3071

These are the Löwdin partial charges, in e, on atoms 1 to 2: 0.059 -0.341